[1]
This record from the OMol25 dataset describes a structure of composition C52H47N11O6ReS. The level of theory is ωB97M-V/def2-TZVPD.

```
118
Properties=species:S:1:pos:R:3:forces:R:3
Re 0.563 -0.676 0.675 0.48 -0.21 0.49
C -0.016 -2.683 -2.537 0.02 0.02 0.01
C -0.076 -3.729 -1.459 -0.03 0.01 -0.07
C 0.223 -5.050 -1.792 -0.01 0.02 -0.01
C 0.020 -6.078 -0.892 -0.04 -0.01 0.02
C -0.519 -5.803 0.357 0.01 -0.03 -0.03
C -0.816 -4.501 0.732 0.05 -0.02 0.07
C -1.477 -4.247 2.060 -0.04 0.02 0.00
C -0.536 -3.466 -0.168 0.06 0.07 -0.14
N -0.792 -2.106 0.240 -0.19 0.09 -0.20
C -2.136 -1.817 0.364 -0.31 0.05 -0.12
O -3.062 -2.531 0.041 0.02 -0.09 0.02
C -2.361 -0.549 1.115 0.03 -0.03 -0.08
C -3.562 -0.037 1.564 0.01 0.00 -0.04
C -3.523 1.066 2.401 -0.03 0.03 0.04
C -2.302 1.594 2.824 -0.07 0.04 0.00
C -1.154 1.007 2.350 0.08 -0.06 0.05
N -1.218 -0.007 1.487 0.03 0.20 0.11
C 0.225 1.150 2.924 0.05 -0.11 -0.08
O 0.501 1.963 3.772 0.03 0.08 0.09
N 1.054 0.133 2.449 0.22 0.22 0.12
C 1.996 -0.378 3.415 -0.22 0.03 0.15
C 3.371 -0.367 3.191 0.07 0.03 -0.01
C 4.015 0.143 1.932 -0.02 0.00 0.02
C 4.211 -0.873 4.184 0.01 -0.01 -0.07
C 3.711 -1.386 5.361 -0.03 -0.01 0.03
C 2.337 -1.420 5.560 0.03 0.00 -0.01
C 1.468 -0.929 4.600 0.01 0.04 -0.01
C -0.017 -1.030 4.840 0.00 0.03 -0.03
H 0.855 -2.826 -3.172 0.01 -0.01 0.01
H 0.002 -1.665 -2.155 -0.01 0.02 0.01
H -0.909 -2.767 -3.160 -0.01 0.01 0.01
H 0.596 -5.262 -2.788 -0.01 0.01 0.02
H 0.247 -7.099 -1.172 0.02 0.02 0.01
H -0.721 -6.610 1.052 0.01 0.01 -0.01
H -1.254 -5.051 2.761 0.02 0.01 0.01
H -2.561 -4.196 1.935 0.02 -0.03 -0.01
H -1.167 -3.301 2.509 -0.03 -0.02 -0.03
H -4.484 -0.516 1.262 -0.01 0.03 0.03
H -4.447 1.491 2.770 0.00 0.03 -0.01
H -2.228 2.403 3.539 -0.03 -0.01 -0.01
H 4.667 0.993 2.150 -0.02 0.00 0.01
H 3.292 0.449 1.185 -0.01 0.02 -0.01
H 4.627 -0.632 1.468 0.00 0.01 0.02
H 5.281 -0.860 4.008 -0.02 0.00 0.01
H 4.382 -1.766 6.120 -0.02 -0.01 -0.02
H 1.930 -1.843 6.472 0.01 0.00 -0.02
H -0.225 -1.798 5.585 0.00 0.01 0.00
H -0.563 -1.288 3.927 0.02 0.00 0.03
H -0.429 -0.089 5.213 0.02 0.00 -0.02
C 3.234 4.230 -4.174 0.03 0.00 0.03
C 3.245 2.879 -3.511 0.03 0.02 0.06
C 3.786 2.711 -2.234 -0.02 0.04 -0.02
C 3.772 1.478 -1.613 0.13 -0.05 -0.01
C 3.203 0.397 -2.280 0.02 0.07 -0.02
C 2.688 0.531 -3.559 -0.07 -0.04 0.07
C 2.710 1.778 -4.163 -0.09 0.04 -0.04
S 3.386 -1.210 -1.620 0.00 -0.05 0.06
O 3.108 -2.175 -2.645 0.07 0.01 -0.01
O 4.669 -1.267 -0.967 -0.02 -0.02 0.05
N 2.228 -1.384 -0.432 -0.01 -0.21 -0.10
C 2.393 -2.522 0.344 0.15 0.27 0.14
C 3.177 -3.664 0.194 0.04 -0.02 0.04
C 3.093 -4.614 1.190 0.00 0.00 -0.01
C 2.268 -4.425 2.301 0.03 -0.02 0.01
C 1.510 -3.284 2.368 0.14 0.16 0.17
N 1.590 -2.357 1.407 -0.30 -0.48 -0.32
H 3.557 5.015 -3.488 -0.02 -0.01 -0.01
H 2.233 4.472 -4.539 0.03 0.01 -0.02
H 3.900 4.247 -5.038 -0.01 -0.01 0.00
H 4.233 3.560 -1.728 -0.03 -0.01 0.00
H 4.245 1.339 -0.648 -0.06 -0.01 -0.05
H 2.266 -0.324 -4.065 0.00 0.04 -0.01
H 2.271 1.892 -5.145 -0.02 -0.02 0.01
H 3.803 -3.798 -0.673 0.00 0.02 -0.01
H 3.677 -5.522 1.103 -0.01 0.02 0.01
H 2.201 -5.161 3.089 0.01 0.01 -0.02
H 0.852 -3.072 3.198 0.01 -0.04 -0.07
C -5.430 4.579 1.891 0.00 -0.02 0.00
C -4.627 4.023 0.744 0.03 -0.02 0.02
C -3.523 4.703 0.244 0.01 0.01 0.00
C -2.806 4.236 -0.849 0.00 0.02 0.01
C -3.176 3.045 -1.471 -0.01 -0.01 -0.06
N -2.601 2.568 -2.664 0.09 0.03 -0.02
C -1.661 3.213 -3.450 -0.08 0.03 0.18
O -1.807 3.421 -4.629 0.03 -0.03 -0.03
N -0.523 3.659 -2.787 0.05 -0.11 -0.05
C 0.128 3.163 -1.654 -0.09 0.06 0.01
C 0.949 4.048 -0.969 -0.01 0.03 0.05
C 1.629 3.615 0.148 0.01 0.06 -0.01
C 1.484 2.311 0.556 -0.14 -0.06 -0.02
N 0.692 1.433 -0.093 -0.10 0.01 -0.24
C 0.024 1.848 -1.191 0.11 -0.09 0.05
C -4.247 2.323 -0.944 -0.03 -0.02 -0.01
C -4.964 2.819 0.132 -0.04 0.04 -0.05
H -5.411 5.670 1.889 0.00 -0.02 -0.01
H -5.041 4.256 2.861 0.02 -0.03 0.00
H -6.472 4.262 1.833 0.02 0.00 0.00
H -3.235 5.650 0.688 -0.01 -0.02 -0.01
H -2.001 4.838 -1.247 -0.02 -0.02 0.02
H -3.217 2.006 -3.234 -0.02 -0.02 -0.02
H 0.008 4.299 -3.355 0.07 -0.02 -0.06
H 1.040 5.072 -1.314 -0.02 -0.02 0.00
H 2.272 4.276 0.712 -0.01 -0.01 -0.01
H 2.000 1.964 1.432 0.06 -0.05 0.01
H -0.612 1.117 -1.680 -0.03 0.01 -0.04
H -4.536 1.387 -1.411 0.02 0.04 0.01
H -5.828 2.263 0.484 0.02 0.01 0.00
N -4.115 -1.030 -2.351 -0.12 0.06 0.02
C -2.840 -0.580 -2.583 0.17 0.01 0.44
O -2.123 -0.240 -1.607 -0.24 -0.06 -0.41
C -2.422 -0.475 -3.937 -0.01 0.04 -0.11
C -1.158 0.081 -4.206 0.00 0.07 -0.10
N -0.129 0.567 -4.413 -0.07 -0.05 0.04
C -3.229 -0.978 -4.986 -0.01 -0.02 -0.02
N -3.941 -1.421 -5.782 0.06 0.06 0.09
H -4.257 -1.468 -1.453 0.07 -0.06 0.03
H -4.615 -1.436 -3.127 0.02 -0.07 0.01
```
Forces are in eV/Å.

Output
Multiplicity: 2
Orbital gap (spin up / spin down) (eV): 5.99 / 5.36
Net charge: 0
Strongest force on any atom (Eh/bohr): 0.014
E_tot (eV): -96332.06828

---

[2]
This record from the OMol25 dataset describes a structure of composition C52H48AsBrF5N7ORe. The level of theory is ωB97M-V/def2-TZVPD.

```
116
Properties=species:S:1:pos:R:3:forces:R:3
Re 0.045 0.165 0.277 0.04 0.07 -0.11
C 7.670 -1.417 4.209 -0.01 -0.01 0.00
C 6.529 -1.425 3.232 0.00 0.00 0.00
C 6.368 -2.449 2.311 0.05 0.01 0.02
C 5.315 -2.467 1.405 -0.04 -0.01 -0.05
C 5.235 -3.630 0.443 0.00 0.00 0.02
C 4.386 -1.411 1.408 -0.01 -0.02 0.01
As 2.960 -1.752 0.104 0.06 -0.05 0.03
N 1.840 -0.134 -0.062 0.08 0.01 0.01
C 1.925 0.690 -1.240 -0.04 0.00 -0.01
C 2.546 1.944 -1.215 0.01 0.00 -0.02
C 2.519 2.733 -2.344 0.00 -0.01 0.00
C 1.855 2.299 -3.496 0.00 0.00 0.01
C 1.238 1.064 -3.522 0.01 0.01 -0.02
C 1.282 0.243 -2.395 0.01 0.01 -0.02
C 3.848 -1.547 -1.612 0.03 -0.06 0.00
C 3.402 -2.428 -2.616 -0.01 -0.01 0.04
C 2.283 -3.421 -2.395 0.02 0.02 -0.02
C 4.016 -2.406 -3.860 0.01 0.01 -0.03
C 5.064 -1.537 -4.143 -0.01 -0.02 -0.02
C 5.719 -1.520 -5.495 -0.01 0.01 0.01
C 5.482 -0.670 -3.142 -0.02 0.04 0.01
C 4.896 -0.653 -1.881 0.01 0.01 -0.01
C 5.446 0.329 -0.878 0.04 -0.02 -0.04
C 4.512 -0.383 2.349 -0.02 0.04 0.01
C 3.583 0.800 2.456 0.04 -0.01 0.01
C 5.583 -0.409 3.234 -0.02 -0.01 0.00
H 8.348 -2.251 4.035 0.00 0.00 0.00
H 7.302 -1.488 5.234 0.00 0.00 0.00
H 8.243 -0.492 4.132 0.00 0.00 0.00
H 7.081 -3.266 2.295 -0.01 0.01 0.00
H 5.886 -4.436 0.776 0.00 0.00 0.00
H 5.543 -3.345 -0.565 0.01 0.00 -0.01
H 4.224 -4.045 0.373 -0.01 0.00 0.00
H 3.035 2.277 -0.308 0.00 0.00 0.00
H 3.007 3.699 -2.337 0.00 -0.01 0.00
H 1.840 2.929 -4.376 0.00 0.00 0.01
H 0.754 0.712 -4.425 0.01 0.00 0.01
H 0.886 -0.766 -2.429 -0.02 0.02 0.01
H 2.552 -4.175 -1.652 0.00 0.00 0.02
H 2.053 -3.940 -3.325 0.01 0.00 0.00
H 1.365 -2.938 -2.048 0.00 -0.01 0.01
H 3.676 -3.092 -4.629 0.01 0.01 0.01
H 5.432 -2.388 -6.087 0.00 0.00 0.01
H 6.805 -1.510 -5.403 -0.01 0.00 0.00
H 5.431 -0.624 -6.049 0.00 -0.01 0.00
H 6.295 0.020 -3.347 -0.01 -0.01 0.00
H 6.300 -0.097 -0.346 -0.03 0.00 0.02
H 4.717 0.619 -0.127 -0.02 0.02 -0.01
H 5.787 1.229 -1.390 0.02 0.00 -0.01
H 2.643 0.639 1.944 -0.03 -0.01 0.00
H 4.052 1.696 2.036 -0.02 -0.01 -0.02
H 3.371 1.013 3.506 0.02 0.01 0.00
H 5.676 0.397 3.956 0.00 -0.01 -0.01
N 0.787 7.232 1.895 0.01 -0.04 0.04
C 0.709 8.562 1.548 -0.01 -0.01 -0.04
C 1.006 9.733 2.244 0.00 0.00 0.01
C 0.801 10.911 1.563 0.01 0.00 0.01
C 0.318 10.935 0.238 -0.01 0.00 -0.03
C 0.026 9.779 -0.443 0.00 0.02 0.00
C 0.225 8.567 0.231 0.00 0.01 0.02
N 0.007 7.278 -0.197 -0.01 -0.01 -0.02
C 0.346 6.516 0.811 -0.01 0.05 0.00
C 0.260 5.067 0.752 0.02 -0.01 0.00
C -0.333 4.474 -0.368 0.00 0.01 0.01
C -0.417 3.110 -0.442 -0.02 -0.01 -0.01
N 0.042 2.285 0.522 0.00 -0.01 0.02
C 0.617 2.855 1.598 -0.03 0.00 0.02
C 0.747 4.215 1.746 0.01 0.02 -0.01
H 1.045 6.877 2.798 0.00 -0.01 0.01
H 1.375 9.724 3.260 0.00 0.00 -0.01
H 1.015 11.850 2.057 0.00 -0.01 0.00
H 0.176 11.892 -0.246 0.00 -0.01 0.00
H -0.347 9.790 -1.458 0.00 0.00 0.01
H -0.716 5.100 -1.161 0.00 0.00 0.00
H -0.860 2.639 -1.308 0.03 0.01 0.03
H 0.982 2.181 2.361 0.01 0.00 -0.01
H 1.234 4.591 2.635 -0.01 0.00 0.00
F 1.339 -1.627 2.670 0.02 -0.03 0.00
C 0.343 -0.866 3.158 0.01 0.01 -0.04
C -0.366 -0.022 2.309 -0.08 0.02 0.00
C -1.372 0.717 2.929 0.02 -0.03 -0.02
F -2.145 1.535 2.183 0.02 0.00 -0.03
C -1.660 0.643 4.278 -0.02 0.01 0.00
F -2.643 1.364 4.801 0.00 0.00 0.01
C -0.911 -0.201 5.083 -0.01 0.00 0.00
F -1.163 -0.288 6.374 0.00 0.00 0.03
C 0.100 -0.961 4.516 0.01 0.00 0.01
F 0.822 -1.777 5.273 0.01 -0.01 0.01
N -0.212 -1.890 0.201 -0.07 0.04 0.22
C -0.237 -3.043 0.318 -0.07 -0.09 -0.23
N -0.254 -4.328 0.432 0.05 0.03 0.10
C -1.014 -5.205 -0.480 0.03 0.01 0.00
C -1.921 -6.090 0.360 0.01 0.00 0.01
O -1.171 -6.781 1.335 0.00 0.00 0.00
C -0.562 -5.900 2.258 -0.02 0.00 -0.01
C 0.440 -5.006 1.550 0.00 -0.01 -0.04
H -0.300 -5.817 -1.035 0.01 0.00 -0.01
H -1.581 -4.592 -1.178 -0.01 0.01 0.00
H -2.400 -6.838 -0.268 0.00 -0.01 0.00
H -2.699 -5.480 0.839 -0.01 0.00 0.01
H -0.058 -6.513 3.002 0.00 -0.01 0.00
H -1.323 -5.289 2.760 -0.01 0.00 0.00
H 1.247 -5.606 1.125 0.01 0.00 0.00
H 0.863 -4.254 2.213 -0.01 0.01 0.01
Br -6.200 -0.017 -2.458 0.01 0.00 0.00
C -4.479 0.027 -1.743 -0.01 0.00 -0.01
C -3.421 0.540 -2.484 -0.01 -0.01 -0.01
C -2.169 0.568 -1.914 0.03 0.03 0.02
N -1.918 0.113 -0.673 -0.08 0.00 0.02
C -2.945 -0.409 0.022 0.03 -0.01 -0.01
C -4.232 -0.460 -0.467 -0.02 -0.01 0.02
H -3.569 0.917 -3.486 0.00 0.00 0.01
H -1.326 0.962 -2.466 0.00 -0.03 -0.01
H -2.717 -0.798 1.005 0.01 0.01 0.01
H -5.025 -0.874 0.138 0.01 0.01 0.00
```
Forces are in eV/Å.

Output
Multiplicity: 2
Orbital gap (spin up / spin down) (eV): 6.21 / 5.89
Net charge: +2
Strongest force on any atom (Eh/bohr): 0.005
E_tot (eV): -213766.61201